(1)
Computed, not measured: 7 unconnected molecules or ions with the total composition C28H67ClNO8S, with ωB97M-V with the def2-TZVPD basis set.

Structure (ORCA input):
```
! wB97M-V def2-TZVPD RIJCOSX def2/J DEFGRID3
* xyz -1 1
C 3.59645 1.14488 1.70906
N 2.41768 1.25150 0.84179
S 2.74551 0.50688 -0.64970
C 1.85789 2.63899 0.86933
C 2.91095 3.74035 0.91928
Cl 0.86643 2.95896 -0.61590
C 0.91770 2.70295 2.11756
O 1.48240 2.92804 3.20453
O -0.30401 2.48326 1.92887
H 3.68124 0.12203 2.06534
H 3.47486 1.79401 2.56616
H 4.52720 1.36792 1.18468
H 1.65537 -0.25897 -0.78204
H 3.15715 3.95646 1.95153
H 2.48562 4.63791 0.48688
H 3.79580 3.49526 0.33818
C 9.40083 -0.56421 -0.77621
C 8.39850 -1.39606 0.00840
O 7.15311 -0.76519 0.20419
C 6.43728 -0.42486 -0.97541
C 6.08530 -1.61268 -1.85192
H 9.56363 0.39690 -0.28714
H 10.35491 -1.09027 -0.83960
H 9.06133 -0.36807 -1.79397
H 8.78540 -1.57987 1.01169
H 8.26560 -2.37807 -0.46292
H 6.98186 0.33143 -1.55153
H 5.51653 0.04420 -0.63597
H 6.97127 -2.11724 -2.24439
H 5.49063 -1.27557 -2.70196
H 5.50277 -2.34270 -1.28799
C 7.31218 1.85335 -5.97274
C 6.89322 1.14492 -4.69503
O 6.39227 2.00441 -3.69402
C 5.23385 2.75381 -4.03273
C 4.03617 1.90309 -4.41190
H 8.06004 2.61783 -5.75750
H 7.73919 1.13546 -6.67443
H 6.46905 2.33757 -6.46662
H 7.76244 0.66240 -4.24485
H 6.17179 0.34952 -4.91736
H 5.46365 3.47600 -4.82565
H 5.00070 3.33102 -3.13880
H 4.21904 1.31287 -5.31255
H 3.16775 2.53430 -4.59785
H 3.79907 1.21718 -3.59993
C -5.00691 -0.54916 -0.66335
C -3.83648 0.03861 -1.43688
O -3.30654 1.21584 -0.87769
C -2.79588 1.09445 0.45170
C -1.69013 0.07425 0.59623
H -5.80509 0.18901 -0.56514
H -5.40277 -1.42357 -1.18515
H -4.71826 -0.86415 0.34020
H -4.17137 0.32133 -2.43784
H -3.05252 -0.71775 -1.56742
H -3.61758 0.87473 1.14659
H -2.40489 2.07494 0.71436
H -2.01833 -0.94190 0.35452
H -1.32511 0.07930 1.62155
H -0.85702 0.32980 -0.05950
C -7.20932 1.28481 -3.19220
C -8.58676 1.66719 -3.70257
O -9.65451 1.04153 -3.01186
C -9.72620 1.29988 -1.62180
C -9.89076 2.76802 -1.26779
H -7.07155 0.20348 -3.23598
H -6.43828 1.75901 -3.79955
H -7.05164 1.59870 -2.16032
H -8.69761 1.34923 -4.73953
H -8.70991 2.75644 -3.69272
H -8.85565 0.87785 -1.10707
H -10.59638 0.74132 -1.27603
H -9.03302 3.36394 -1.58060
H -9.99378 2.88070 -0.18831
H -10.77946 3.17942 -1.74884
C -4.72900 -2.95669 1.92776
C -3.99049 -3.38250 0.66967
O -2.59293 -3.19806 0.73612
C -1.90936 -3.91387 1.74971
C -2.01707 -5.42439 1.62497
H -4.51433 -1.91219 2.15843
H -5.80489 -3.06907 1.78502
H -4.44447 -3.55614 2.79361
H -4.31684 -2.76482 -0.16814
H -4.23403 -4.42098 0.41120
H -2.23404 -3.58239 2.74160
H -0.86522 -3.61826 1.65113
H -3.04557 -5.77404 1.73083
H -1.42229 -5.90245 2.40367
H -1.65054 -5.75415 0.65154
C -1.65847 -1.56482 7.26616
C -0.42079 -2.12885 6.58713
O -0.58256 -2.38316 5.20925
C -0.90716 -1.24865 4.40696
C 0.11040 -0.12776 4.44000
H -2.50862 -2.23565 7.12962
H -1.47615 -1.44585 8.33543
H -1.93229 -0.58840 6.86647
H -0.17319 -3.09614 7.02854
H 0.43966 -1.47223 6.75892
H -1.90222 -0.87260 4.67410
H -0.98457 -1.63565 3.39083
H 0.21163 0.31277 5.43324
H -0.19326 0.67012 3.75838
H 1.09482 -0.48230 4.13197
*
```

Orbital gap = 7.35 eV
E = -2622.0349 Eh
Highest occupied orbital energy = -4.947 eV
Strongest force on any atom = 0.033 Eh/bohr

(2)
Computed, not measured: C6H9F2NO in the gas phase, with ωB97M-V with the def2-TZVPD basis set.

Structure (ORCA input):
```
! wB97M-V def2-TZVPD RIJCOSX def2/J DEFGRID3
* xyz 0 3
C 0.21758 -2.14873 -0.58459
C -1.82392 -0.28075 0.63891
C 0.28522 -0.89587 -0.14415
C -2.96910 0.66036 0.65612
C 1.77322 1.07396 -0.63978
C 1.60121 -0.21096 0.17732
N -0.79044 -0.03534 -0.03681
O 3.00135 1.66521 -0.31651
F 2.64556 -1.05054 -0.03425
F 1.64210 0.07718 1.51289
H -0.72981 -2.59546 -0.83015
H 1.10404 -2.73379 -0.74447
H -1.92291 -1.18125 1.25656
H -3.12489 1.02801 1.66970
H -3.87618 0.13996 0.35193
H -2.78399 1.49716 -0.01065
H 0.92239 1.72362 -0.39623
H 1.72070 0.79193 -1.70098
H 3.10788 2.47531 -0.82486
*
```

Orbital gap (spin up / spin down) = 6.10 / 7.84 eV
E = -563.5688 Eh
Highest occupied orbital energy (spin up / spin down) = -5.290 / -10.427 eV
Strongest force on any atom = 0.173 Eh/bohr